Here is 10 unconnected molecules or ions with the total composition C17H54N2O18 in a non-equilibrium geometry from the Open Molecules 2025 dataset. Energies are from ωB97M-V/def2-TZVPD.

The geometry in ORCA input format:
```
! RIJCOSX wB97M-V def2-TZVPD def2/J DEFGRID3
* xyz 0 1
C 0.1236 -0.6433 0.9948
O -0.2607 -1.1279 2.0600
N 0.3750 0.6004 0.6325
N 0.2933 -1.4609 -0.0415
H 0.6509 0.8396 -0.3092
H 0.4450 1.3096 1.3482
H 0.0741 -2.4402 0.0726
H 0.6461 -1.0477 -0.8929
C -3.2855 -6.2064 -4.6423
C -3.9087 -4.7820 -4.5000
O -4.2421 -4.1819 -5.7717
O -2.2405 -6.3689 -5.6101
H -4.0777 -6.8572 -5.0123
H -3.0442 -6.6937 -3.6976
H -3.3182 -4.2000 -3.7924
H -4.8477 -4.9545 -3.9740
H -3.5525 -4.4420 -6.3868
H -1.4306 -6.0818 -5.1820
C -6.5586 -3.0395 9.3259
C -6.9230 -4.0207 10.4760
O -5.9580 -3.7835 11.4732
O -5.2098 -3.2168 9.0438
H -6.7254 -2.0052 9.6269
H -7.1896 -3.1878 8.4496
H -6.5311 -4.9803 10.1388
H -7.9618 -4.0092 10.8058
H -5.1416 -3.8993 10.9817
H -4.9685 -2.5271 8.4211
C 4.0761 -5.0327 -5.2955
C 3.2931 -4.3153 -6.4513
O 2.3224 -3.3888 -5.9142
O 3.2572 -5.8385 -4.5180
H 4.6497 -4.3411 -4.6784
H 4.7863 -5.7078 -5.7729
H 2.7464 -5.0302 -7.0663
H 3.9799 -3.8993 -7.1883
H 2.0519 -2.9176 -6.7057
H 3.8248 -6.2849 -3.8854
C -6.3002 1.5311 1.4295
C -6.5814 0.9481 0.0102
O -7.9297 0.6733 -0.4232
O -6.5511 0.4481 2.3892
H -7.0344 2.3113 1.6304
H -5.2686 1.8826 1.4505
H -5.9808 0.0406 -0.0510
H -6.2788 1.7657 -0.6441
H -7.9279 0.3897 -1.3403
H -5.9762 -0.2008 1.9769
C 1.9283 1.1481 8.1762
C 1.1235 2.4906 7.9188
O 0.9368 2.7804 6.4914
O 1.0018 0.0391 7.6830
H 2.0347 0.9177 9.2363
H 2.8596 1.0758 7.6144
H 1.5759 3.2948 8.4990
H 0.0946 2.4886 8.2787
H 0.7953 3.7274 6.5598
H 0.6427 0.3246 6.8397
C 5.1027 8.4250 3.2356
C 5.7672 7.1524 3.1195
O 6.8573 7.1059 2.2240
O 4.4127 8.5930 1.9607
H 5.8855 9.1804 3.3049
H 4.3878 8.3985 4.0579
H 5.1224 6.3351 2.7965
H 6.0219 6.6894 4.0728
H 7.6155 7.5098 2.6526
H 5.0722 8.6903 1.2699
C -0.6473 3.2339 -6.4159
C -0.7676 2.8885 -7.9445
O 0.0881 1.8706 -8.3570
O -1.3276 2.2648 -5.6431
H -0.9114 4.2519 -6.1294
H 0.3919 3.1237 -6.1058
H -0.4348 3.8043 -8.4331
H -1.8209 2.6257 -8.0420
H 0.3425 2.1708 -9.2327
H -1.2962 1.3950 -6.0480
C 6.6889 2.1749 -5.6981
C 6.5183 2.3245 -4.1894
O 6.9086 3.6713 -3.8591
O 8.0347 2.2008 -6.0439
H 6.1700 2.8927 -6.3333
H 6.3850 1.2323 -6.1534
H 7.1447 1.5935 -3.6782
H 5.4881 2.0605 -3.9504
H 6.9519 3.8608 -2.9189
H 8.2213 1.7041 -6.8439
O -2.0354 -6.1127 4.1798
H -1.9840 -5.2451 3.7787
H -1.7379 -5.9791 5.0797
*
```

Summary:
E_tot ... -2143.66938 hartree
Relative energy (zero: lowest compared OMol25 entry of this formula, charge and spin) ... 3.420 eV
HOMO level ... -0.3558 Eh
Orbital gap ... 9.6 eV

Atom charges from the Mulliken analysis, given in e for atoms 1 to 4:
1. C 0.680
2. O -0.665
3. N -0.366
4. N -0.381